1.
ORCA calculation (wB97M-V/def2-TZVPD) on a structure of composition C16H31GaNO6.

Element x y z (Å)
C 1.2959 1.2804 2.9147
C 2.0816 0.0084 2.4408
C 1.1174 -1.1682 2.0392
C 0.3993 -0.8706 0.6885
O -0.8045 -1.5836 0.4801
Ga -2.2522 -0.8729 1.4241
O -1.9382 -0.5173 3.2317
C -3.1015 0.8035 0.6112
C -4.6343 0.6831 1.1222
C -4.8364 1.1000 2.6472
O -5.2785 1.9448 1.4284
O -3.6315 -2.2330 1.3771
C -3.9284 -2.6494 2.5615
N -4.3590 -2.8852 3.5976
H 1.9878 2.1133 3.1723
H 0.6299 1.6355 2.0959
H 0.6668 1.0623 3.8049
H 2.7467 0.3056 1.6081
H 2.7015 -0.3580 3.2955
H 0.4401 -1.3474 2.8990
H 1.7581 -2.0700 1.9229
H 1.1027 -1.2013 -0.1259
H 0.2589 0.2311 0.5084
H -1.8832 0.4380 3.3763
H -2.7521 1.7594 1.0495
H -3.2024 0.8059 -0.4923
H -5.2508 -0.1757 0.7350
H -5.8675 1.1366 3.0434
H -4.0004 1.5809 3.1851
C -1.5712 3.0816 -4.4399
C -1.7124 1.5902 -4.6811
C -1.1298 1.0106 -3.4033
O -1.3935 1.9569 -2.3618
C -1.8437 3.1822 -2.9483
H -2.2492 3.6907 -5.0389
H -0.5464 3.3983 -4.6556
H -2.7706 1.3261 -4.7630
H -1.2033 1.2388 -5.5793
H -0.0437 0.8884 -3.4806
H -1.5696 0.0473 -3.1403
H -2.9163 3.2780 -2.7467
H -1.3260 4.0223 -2.4819
C 4.3929 -2.9806 -1.1089
C 5.6311 -2.1083 -1.0121
C 5.0856 -0.8677 -0.3248
O 4.0113 -1.2978 0.5171
C 3.6783 -2.6553 0.1912
H 4.6108 -4.0431 -1.2202
H 3.7823 -2.6658 -1.9599
H 6.3773 -2.5918 -0.3746
H 6.0949 -1.8927 -1.9754
H 4.6793 -0.1562 -1.0525
H 5.8392 -0.3564 0.2778
H 4.0306 -3.2941 1.0090
H 2.5965 -2.7581 0.1119

Computed properties:
total charge: -1
HOMO-LUMO gap: 0.2967 Ha
spin multiplicity: 1
LUMO level: 2.6 eV

Mulliken atomic charge list, values in e, 8 entries: atom 1 (C): -0.9952, atom 2 (C): -0.2752, atom 3 (C): -0.4612, atom 4 (C): -0.1137, atom 5 (O): -0.6479, atom 6 (Ga): 0.4447, atom 7 (O): -0.5310, atom 8 (C): -0.5360



2.
ORCA calculation (wB97M-V/def2-TZVPD) on a cluster of 2 separate species, C4H4N5O6 in total.

Element x y z (Å)
C 0.0007 0.3975 -0.7590
C 1.5295 1.8596 0.9908
C -1.2398 -0.4222 -2.3891
C -1.3895 -1.3801 -1.2020
N -0.2838 0.5844 -1.9634
N -0.6180 -0.7467 -0.2234
N 0.6083 2.0087 1.9801
N 2.5614 0.9110 0.9910
N -0.4561 -1.2041 0.9776
O 1.2173 2.1638 3.0424
O -0.5933 2.0474 1.8254
O 2.7236 0.3235 -0.0747
O 3.3244 0.7897 1.9258
O 0.3008 -0.6408 1.7015
O -1.0337 -2.2325 1.2925
H -0.7308 -0.9240 -3.1839
H -2.1315 -0.0391 -2.8265
H -2.4487 -1.1045 -0.6710
H -1.3408 -2.3916 -1.4339

Computed properties:
total charge: -1
HOMO-LUMO gap (alpha / beta): 0.2534 / 0.3117 Ha
spin multiplicity: 1
LUMO level (alpha / beta): 2.3 / 3.1 eV

Mulliken atomic charge list, values in e, 8 entries: atom 1 (C): 0.0801, atom 2 (C): -0.3733, atom 3 (C): -0.5309, atom 4 (C): -0.4394, atom 5 (N): -0.5473, atom 6 (N): 0.2831, atom 7 (N): 1.1166, atom 8 (N): 1.1064



3.
ORCA calculation (wB97M-V/def2-TZVPD) on a structure of composition C4H6IN.

Element x y z (Å)
C -0.9772 -0.3249 -1.2154
C 0.2181 0.6518 1.2377
C 1.2179 -0.3835 0.7104
C 0.4286 0.4915 -0.1849
N -0.8956 -1.4596 -1.6290
I -2.3931 1.1388 -1.7351
H -0.6086 0.2716 1.8060
H 0.6490 1.6493 1.6918
H 2.2807 -0.2100 0.9029
H 0.9235 -1.3362 0.9234
H 0.8598 1.4424 -0.4749
H -1.7032 -1.9312 -2.0330

Computed properties:
total charge: 0
HOMO-LUMO gap: 0.3536 Ha
spin multiplicity: 1
LUMO level: 0.4 eV

Mulliken atomic charge list, values in e, 8 entries: atom 1 (C): 0.0108, atom 2 (C): -0.3864, atom 3 (C): -0.7091, atom 4 (C): -0.0381, atom 5 (N): -0.4898, atom 6 (I): 0.0261, atom 7 (H): 0.2569, atom 8 (H): 0.2005



4.
ORCA calculation (wB97M-V/def2-TZVPD) on an isolated molecule of C3H4N4O.

Element x y z (Å)
C 1.2446 1.3843 0.3895
C 0.3273 0.3044 0.3276
C -1.2129 -1.1685 -0.3121
H 2.4128 0.9066 1.5073
H 0.8688 2.4209 -0.2134
H -1.0915 0.6832 -1.2313
H -2.4098 -1.5752 -1.7192
N -0.5160 -0.0806 -0.7740
N -2.0687 -1.9288 -0.7899
N -0.4171 -1.8234 0.8285
N 0.4426 -0.8120 1.0743
O 2.4198 1.6890 0.9127

Computed properties:
SMILES string: [H]/N=C1N=N/C(=C\O)N/1
total charge: 0
HOMO-LUMO gap: 0.2798 Ha
spin multiplicity: 1
LUMO level: -0.9 eV

Mulliken atomic charge list, values in e, 8 entries: atom 1 (C): -0.2889, atom 2 (C): 0.5935, atom 3 (C): 0.3923, atom 4 (H): 0.3511, atom 5 (H): 0.1778, atom 6 (H): 0.3072, atom 7 (H): 0.2328, atom 8 (N): -0.2484



5.
ORCA calculation (wB97M-V/def2-TZVPD) on a structure of composition C12H22BrN3O2PtSe2.

Element x y z (Å)
Pt 0.3006 -0.2711 0.0470
O 2.4601 -2.5024 4.0825
C 2.9847 -2.0443 2.8297
C 3.0788 -0.5243 2.8583
C 4.1499 -0.0463 3.8623
O 4.0700 -0.5956 5.1648
C 1.7513 0.1195 3.2689
Se 0.1134 -0.5104 2.4154
C 3.5502 -0.0015 1.4972
Se 2.6581 -0.5775 -0.1446
H 2.1922 -3.4198 3.9968
H 2.3254 -2.3414 2.0137
H 3.9799 -2.4716 2.6562
H 4.0597 1.0423 3.9508
H 5.1442 -0.2554 3.4483
H 3.4544 -1.3410 5.1486
H 1.8271 1.1971 3.1255
H 1.5718 -0.0639 4.3280
H 4.5772 -0.3330 1.3250
H 3.5611 1.0884 1.5280
N -1.9509 -1.4180 -0.0077
C -3.0365 -0.6164 0.5545
C -2.9919 0.7887 -0.0276
N -1.6969 1.3765 0.2822
H -2.1604 -1.7156 -0.9533
H -1.7596 -2.2413 0.5484
H -2.8721 -0.5566 1.6325
H -4.0260 -1.0550 0.3937
H -3.8445 1.3622 0.3516
H -3.0943 0.7356 -1.1163
H -1.5556 1.4802 1.2831
H -1.5598 2.2782 -0.1544
Br 0.6419 0.2118 -6.6887
C 0.5220 0.0752 -4.8135
C 0.4091 1.2168 -4.0385
C 0.3264 1.0675 -2.6674
N 0.3415 -0.1243 -2.0655
C 0.4684 -1.2161 -2.8241
C 0.5564 -1.1658 -4.2029
H 0.3950 2.2009 -4.4829
H 0.2596 1.9235 -2.0107
H 0.5162 -2.1561 -2.2906
H 0.6600 -2.0747 -4.7768

Computed properties:
total charge: 0
HOMO-LUMO gap: 0.2351 Ha
spin multiplicity: 1
LUMO level: -0.2 eV

Mulliken atomic charge list, values in e, 8 entries: atom 1 (Pt): 0.5301, atom 2 (O): -0.5695, atom 3 (C): -1.0680, atom 4 (C): 1.4156, atom 5 (C): -0.9073, atom 6 (O): -0.5605, atom 7 (C): -1.0272, atom 8 (Se): -0.3624



6.
ORCA calculation (wB97M-V/def2-TZVPD) on an isolated molecule of C23H31ClN6O2.

Element x y z (Å)
C -1.4100 4.5360 2.1297
C -1.2970 3.9850 0.7136
C -0.8158 2.5337 0.6666
C -1.8073 1.5368 1.2860
C -1.4032 1.0323 2.6721
H -1.1662 1.8729 3.3242
H -2.2387 0.4894 3.1184
C -0.1856 0.1004 2.6521
N -0.4496 -1.0982 1.8936
C -0.3029 -1.3476 0.5645
N -0.9317 -2.4543 0.1765
C -1.5031 -2.9451 1.2937
C -1.2288 -2.1350 2.3849
C -1.6921 -2.4460 3.6959
O -1.5174 -1.8423 4.7371
N -2.4433 -3.6264 3.6661
C -2.7432 -4.4664 2.6117
O -3.4050 -5.4684 2.7686
N -2.2415 -4.0860 1.3866
C -2.4824 -4.8957 0.2141
H -3.0198 -4.3120 -0.5332
H -3.0755 -5.7546 0.5213
H -1.5328 -5.2220 -0.2097
H -2.8177 -3.9280 4.5586
N 0.3437 -0.5041 -0.2957
C 1.7563 -0.2162 -0.0930
C 2.6325 -1.2952 -0.7562
N 2.3494 -1.5042 -2.1563
C 3.0463 -0.6738 -3.1178
C 2.6597 0.7892 -3.1898
C 1.5978 1.1880 -3.9970
C 1.1820 2.5056 -4.0538
C 1.8361 3.4673 -3.3028
C 2.9143 3.1061 -2.5161
C 3.3198 1.7811 -2.4686
Cl 4.7021 1.4004 -1.4873
H 3.4475 3.8470 -1.9409
H 1.5184 4.4979 -3.3365
H 0.3514 2.7816 -4.6855
H 1.0908 0.4427 -4.5929
H 2.8754 -1.1240 -4.1008
H 4.1125 -0.7542 -2.8908
C 0.9360 -1.7393 -2.3620
C 0.0369 -0.6808 -1.7074
H 0.1779 0.2938 -2.1833
H -1.0066 -0.9814 -1.7947
H 0.6948 -2.7057 -1.9061
H 0.7305 -1.7986 -3.4313
H 2.4406 -2.2469 -0.2442
H 3.6856 -1.0423 -0.6325
H 1.9549 0.7669 -0.5277
H 1.9892 -0.1894 0.9703
H 0.6731 0.6188 2.2290
H 0.0407 -0.2063 3.6764
H -2.7886 2.0089 1.3615
H -1.9205 0.6765 0.6238
H 0.1462 2.4708 1.1771
H -0.6427 2.2661 -0.3777
H -2.2674 4.0586 0.2172
H -0.5925 4.6012 0.1491
H -1.7022 5.5835 2.1044
H -2.1564 3.9910 2.7015
H -0.4549 4.4608 2.6454

Computed properties:
SMILES string: CCCCCCn1c(N2CCN(Cc3ccccc3Cl)CC2)nc2c1c(=O)[nH]c(=O)n2C
total charge: 0
HOMO-LUMO gap: 0.3027 Ha
spin multiplicity: 1
LUMO level: 0.6 eV

Mulliken atomic charge list, values in e, 8 entries: atom 1 (C): -1.2433, atom 2 (C): -0.7039, atom 3 (C): -0.0737, atom 4 (C): -0.6202, atom 5 (C): -0.6476, atom 6 (H): 0.4371, atom 7 (H): 0.3987, atom 8 (C): -1.1380



7.
ORCA calculation (wB97M-V/def2-TZVPD) on a cluster of 2 separate species, ClFOS in total.

Element x y z (Å)
O -2.3417 -0.2201 -0.4420
F 2.7443 1.2848 -0.0820
S -1.5506 0.6044 0.4428
Cl 0.5239 0.1286 0.2332

Computed properties:
total charge: 0
HOMO-LUMO gap (alpha / beta): 0.3642 / 0.2232 Ha
spin multiplicity: 1
LUMO level (alpha / beta): -2.1 / -3.8 eV

Charges obtained by Mulliken population analysis, quoted in units of e: atom 1 (O): -0.3047, atom 2 (F): -0.1247, atom 3 (S): 0.4948, atom 4 (Cl): -0.0655



8.
ORCA calculation (wB97M-V/def2-TZVPD) on a structure of composition H2N2O6S2.

Element x y z (Å)
N 0.9623 -0.0127 1.7053
N 1.6363 0.5459 0.5916
O 0.9046 -1.4757 -0.6608
O -1.5390 -0.7936 0.5146
O 2.0092 0.3756 -1.8614
O -0.3576 0.4574 -1.3913
O -2.7416 0.0991 -1.3459
O -1.6362 1.6874 0.2590
S 1.0720 -0.0496 -0.7818
S -1.5883 0.3114 -0.4442
H 0.0008 -0.1335 1.5524
H 1.2775 -1.0117 1.8624

Computed properties:
total charge: -2
HOMO-LUMO gap: 0.2521 Ha
spin multiplicity: 1
LUMO level: 6.5 eV

Mulliken atomic charge list, values in e, 8 entries: atom 1 (N): -0.5997, atom 2 (N): -0.4186, atom 3 (O): -0.6569, atom 4 (O): -0.6660, atom 5 (O): -0.7565, atom 6 (O): -0.2420, atom 7 (O): -0.7521, atom 8 (O): -0.6942